(1)
This record from the OMol25 dataset describes C7H18BrFeI2OP2 as an isolated structure. The level of theory is ωB97M-V with the def2-TZVPD basis set.

The net charge is +2. For the molar mass, the calculation gives 569.725 g mol⁻¹. Its multiplicity is 6. The LUMO energy (alpha / beta) comes out at -10.2050 / -11.0847 eV. The HOMO-LUMO gap (alpha / beta) is 6.046 / 5.179 eV. The value obtained for the highest occupied orbital energy (alpha / beta) is -16.251 / -16.263 eV. The expectation value of S² is 8.874. As for the energy above the lowest of the compared OMol25 structures with the same formula, charge and spin: 41.7 kJ/mol.

Last column: Löwdin charge in e.
Atoms and positions in Å:
I: -2.3950 -0.1154 -0.3068  0.91
I: 0.5810 0.0568 -2.3014  0.73
Fe: 0.1290 -0.0164 0.2063  -0.60
P: 0.0539 -2.3571 -0.1787  0.59
C: -0.3626 -3.2416 1.3685  -0.22
C: -1.0955 -3.0575 -1.4338  -0.30
H: -0.8712 -4.1147 -1.6198  0.08
H: 1.4747 -4.2216 -0.8741  0.08
H: -1.0115 -2.5124 -2.3766  0.01
H: 2.0439 -2.6594 -1.5320  0.03
H: -1.3084 -2.8588 1.7529  0.05
H: -2.1283 -2.9724 -1.0832  0.02
C: 1.6322 -3.1604 -0.6523  -0.23
H: -0.4629 -4.3146 1.1714  0.08
H: 2.3500 -3.0562 0.1670  0.05
H: 0.4217 -3.0600 2.1034  0.05
P: 0.1091 2.3322 -0.0925  0.62
C: -0.1239 3.1893 1.5089  -0.22
C: 1.5830 3.1650 -0.7618  -0.24
H: -1.2243 2.4339 -2.1163  0.01
H: -1.0206 4.0450 -1.3638  0.08
H: -2.1977 2.8495 -0.6756  0.02
C: -1.2186 2.9792 -1.1625  -0.31
H: 1.9300 2.6605 -1.6751  0.02
H: 1.3179 4.2166 -0.9734  0.08
H: 0.0086 4.2651 1.3522  0.08
H: 0.6256 2.8165 2.2106  0.05
H: 2.4003 3.1299 -0.0223  0.07
H: -1.1204 2.9922 1.9067  0.05
C: -1.0301 0.2532 2.3323  -0.19
O: -0.9801 0.5085 3.4518  0.14
Br: 1.8901 -0.1752 1.6698  0.38

Atoms 1-2, force components in eV/Å:
I -0.919 0.012 -0.689
I -0.043 -0.180 -0.562

***

(2)
This record from the OMol25 dataset describes a 5-piece molecular cluster, C7H18Cl8O2P overall. The level of theory is ωB97M-V with the def2-TZVPD basis set.

The net charge is -1. For the molar mass, the calculation gives 448.817 g mol⁻¹. Its multiplicity is 1. The LUMO energy comes out at 2.3438 eV. The HOMO-LUMO gap is 4.927 eV. The value obtained for the highest occupied orbital energy is -2.584 eV. As for the energy above the lowest of the compared OMol25 structures with the same formula, charge and spin: 0.0 kJ/mol.

Last column: Löwdin charge in e.
Atoms and positions in Å:
O: -2.8652 -2.4666 0.7308  0.02
C: -1.8446 -2.9575 0.1939  -0.29
O: -0.9747 -2.2382 -0.6842  -0.16
C: 0.0896 -1.7456 0.2254  -0.29
C: -0.2269 -0.3082 0.8636  -0.41
P: -1.0095 0.9425 -0.3984  0.23
H: -1.5532 -4.0394 0.4122  0.13
H: 0.1177 -2.5043 1.0910  0.09
H: 1.0863 -1.7229 -0.3394  0.06
H: -1.0365 -0.4599 1.6767  0.05
H: 0.6792 0.1430 1.4050  0.00
H: -0.5745 0.1711 -1.5528  -0.08
H: 0.2198 1.7128 -0.5210  -0.14
H: -1.3606 1.7910 0.7246  -0.15
H: -2.2515 0.1644 -0.2594  -0.06
H: -1.7299 1.8084 -1.3349  -0.21
C: -2.3463 3.6849 3.2393  -1.03
Cl: -2.1825 4.4696 1.6627  0.49
Cl: -1.7491 2.0235 3.1961  0.53
H: -1.7730 4.2477 3.9744  0.02
H: -3.3981 3.6751 3.5209  0.02
C: 3.0878 -4.6985 -0.0354  -1.01
Cl: 3.3865 -2.9635 -0.1818  0.55
Cl: 1.3590 -5.0542 -0.0965  0.54
H: 3.5837 -5.2139 -0.8563  0.02
H: 3.4886 -5.0472 0.9150  0.02
C: -1.7319 2.5449 -4.6013  -1.03
Cl: -1.1094 0.8895 -4.6171  0.49
Cl: -2.0441 3.0948 -2.9512  0.54
H: -0.9961 3.2032 -5.0612  0.01
H: -2.6614 2.5781 -5.1678  0.01
C: 3.6526 0.7188 1.0227  -1.02
Cl: 2.2937 1.8319 0.8500  0.57
Cl: 5.1570 1.4406 0.4293  0.47
H: 3.7734 0.4671 2.0753  0.03
H: 3.4441 -0.1833 0.4496  -0.02

Atoms 1-2, force components in eV/Å:
O 3.833 -2.057 -2.212
C -2.483 2.323 0.752

***

(3)
This record from the OMol25 dataset describes C7H18ClI2OP2Ti as an isolated structure. The level of theory is ωB97M-V with the def2-TZVPD basis set.

The net charge is +3. For the molar mass, the calculation gives 517.296 g mol⁻¹. Its multiplicity is 1. The LUMO energy (alpha / beta) comes out at -14.9445 / -14.8756 eV. The HOMO-LUMO gap (alpha / beta) is 3.462 / 3.567 eV. The value obtained for the highest occupied orbital energy (alpha / beta) is -18.406 / -18.442 eV. As for the energy above the lowest of the compared OMol25 structures with the same formula, charge and spin: 263.5 kJ/mol.

Last column: Löwdin charge in e.
Atoms and positions in Å:
I: 3.2060 0.9541 0.0924  0.27
I: 2.7544 0.7168 -2.3762  0.26
Ti: -1.1605 -0.3974 0.4862  0.58
P: -0.8170 2.1973 -0.5165  0.79
C: -1.6139 3.2597 0.7548  -0.23
C: 0.2406 3.5297 -1.3175  -0.21
H: -0.4974 4.3460 -1.5169  0.09
H: -2.2957 3.1655 -2.0878  0.08
H: 0.7007 3.2041 -2.2774  0.04
H: -1.7318 1.5325 -2.6126  0.07
H: -0.8907 3.4093 1.5694  0.07
H: 1.0290 3.8812 -0.6265  0.07
C: -2.1322 2.1247 -1.7794  -0.25
H: -1.8161 4.2169 0.2559  0.08
H: -3.0377 1.6755 -1.3547  0.05
H: -2.5515 2.8541 1.1617  0.07
P: 0.8157 -2.1257 0.5009  0.79
C: 0.5966 -3.1563 2.0471  -0.21
C: 0.0858 -3.3048 -0.7712  -0.23
H: 2.9691 -2.2644 -0.7157  0.03
H: 2.8721 -3.5535 0.4615  0.09
H: 3.1782 -1.9148 0.9499  0.00
C: 2.6064 -2.5202 0.2673  -0.26
H: 0.1919 -2.8304 -1.7705  0.07
H: 0.6732 -4.2512 -0.7273  0.09
H: 1.0850 -4.1402 1.8769  0.09
H: -0.4814 -3.3026 2.2859  0.07
H: -0.9920 -3.4979 -0.5608  0.04
H: 1.0875 -2.6088 2.8466  0.05
C: -0.7960 0.0349 2.3246  -0.03
O: -0.3020 0.1446 3.4066  0.26
Cl: -2.9764 -1.3787 -0.2767  0.32

Atoms 1-2, force components in eV/Å:
I 0.110 0.505 2.081
I -0.432 -0.330 -1.982

***

(4)
This record from the OMol25 dataset describes C7H18ClI2OP2W as an isolated structure. The level of theory is ωB97M-V with the def2-TZVPD basis set.

The net charge is +3. For the molar mass, the calculation gives 653.269 g mol⁻¹. Its multiplicity is 3. The LUMO energy (alpha / beta) comes out at -12.3912 / -14.5315 eV. The HOMO-LUMO gap (alpha / beta) is 6.818 / 4.093 eV. The value obtained for the highest occupied orbital energy (alpha / beta) is -19.209 / -18.625 eV. The expectation value of S² is 2.172. As for the energy above the lowest of the compared OMol25 structures with the same formula, charge and spin: 140.7 kJ/mol.

Last column: Löwdin charge in e.
Atoms and positions in Å:
I: 0.0076 -1.6332 -4.3027  0.57
I: 0.0067 0.9638 -4.7711  0.51
W: -0.0007 0.4798 0.5007  0.76
P: -2.2616 -0.1487 0.2142  0.68
C: -2.8928 -0.3272 -1.4751  -0.21
C: -3.1953 -1.3954 1.1421  -0.16
H: -4.2453 -1.2332 0.8612  0.09
H: -3.9765 1.2893 0.6945  0.09
H: -3.0282 -1.2680 2.2178  0.08
H: -2.5791 1.7425 1.7336  0.04
H: -2.5488 -1.2687 -1.9319  0.05
H: -2.9101 -2.4065 0.8255  0.08
C: -2.8922 1.4584 0.7254  -0.24
H: -3.9936 -0.3373 -1.3736  0.09
H: -2.6382 2.2104 -0.0290  0.07
H: -2.5878 0.5298 -2.0934  0.05
P: 2.2587 -0.1604 0.2317  0.68
C: 2.9018 -0.3398 -1.4531  -0.21
C: 2.8949 1.4424 0.7494  -0.24
H: 3.0054 -1.2874 2.2385  0.08
H: 4.2318 -1.2573 0.8903  0.09
H: 2.8902 -2.4229 0.8436  0.08
C: 3.1791 -1.4140 1.1637  -0.16
H: 2.5757 1.7274 1.7554  0.04
H: 3.9784 1.2671 0.7266  0.09
H: 4.0017 -0.3547 -1.3434  0.09
H: 2.6053 0.5193 -2.0725  0.05
H: 2.6510 2.1965 -0.0061  0.07
H: 2.5579 -1.2796 -1.9134  0.05
Cl: -0.0074 1.0145 2.6802  0.21
O: -0.0026 -2.3497 -0.8789  0.03
C: -0.0021 -1.2550 -0.3969  -0.49

Atoms 1-2, force components in eV/Å:
I 0.000 0.913 -0.403
I 0.001 -1.037 -0.030

***

(5)
This record from the OMol25 dataset describes C7H18N2 as an isolated structure. The level of theory is ωB97M-V with the def2-TZVPD basis set.

For the molar mass, the calculation gives 130.235 g mol⁻¹. Its multiplicity is 1. The LUMO energy comes out at 1.1140 eV. The HOMO-LUMO gap is 8.663 eV. The value obtained for the highest occupied orbital energy is -7.549 eV. As for the energy above the lowest of the compared OMol25 structures with the same formula, charge and spin: 329.3 kJ/mol.

Last column: Löwdin charge in e.
Atoms and positions in Å:
C: -1.4821 -0.6704 0.6700  -0.28
C: 0.1727 -0.3551 -1.5707  -0.37
C: -0.7760 0.4568 1.2826  -0.25
C: 1.5842 0.7132 -0.5506  -0.20
C: -0.6642 0.7001 -2.2593  -0.09
C: -0.0180 0.1500 2.5713  -0.10
C: 2.5221 -0.3163 0.0515  -0.16
N: -0.5077 -1.2693 -0.8336  0.01
N: -2.7826 -0.4444 0.2233  0.06
H: 0.1275 -2.0004 -0.5226  0.07
H: -1.3998 -1.6220 1.1892  0.13
H: 0.9653 -0.7728 -2.1929  0.11
H: -3.1347 -1.1950 -0.3572  0.09
H: -2.9070 0.4400 -0.2506  0.08
H: 0.0357 0.8178 0.5076  0.07
H: -1.4420 1.3141 1.4076  0.12
H: 1.5092 1.6018 0.0794  0.06
H: 1.9939 1.1246 -1.4739  0.06
H: -1.1935 1.3118 -1.5288  0.06
H: -0.0371 1.3597 -2.8570  0.07
H: -1.4142 0.2329 -2.9022  0.07
H: 0.6926 0.9463 2.7986  0.07
H: -0.7019 0.0535 3.4161  0.07
H: 0.5459 -0.7807 2.4870  0.06
H: 3.4593 0.1262 0.4027  0.07
H: 2.7869 -1.0834 -0.6810  0.06
H: 2.0654 -0.8392 0.8932  0.04

Atoms 1-2, force components in eV/Å:
C 0.853 -1.617 -2.483
C 1.812 2.542 1.265

***

(6)
This record from the OMol25 dataset describes C7H18N2O as an isolated structure. The level of theory is ωB97M-V with the def2-TZVPD basis set.

For the molar mass, the calculation gives 146.234 g mol⁻¹. Its multiplicity is 1. The LUMO energy comes out at 0.9482 eV. The HOMO-LUMO gap is 10.017 eV. The value obtained for the highest occupied orbital energy is -9.069 eV. As for the energy above the lowest of the compared OMol25 structures with the same formula, charge and spin: 202.8 kJ/mol.

Last column: Löwdin charge in e.
Atoms and positions in Å:
C: -0.2369 -0.0376 1.5435  -0.48
C: 1.4525 1.4239 0.2685  -0.02
C: -1.2245 -1.1733 1.7225  -0.02
C: 0.1327 0.6502 0.2691  -0.39
N: 0.6707 -0.0076 2.6265  0.11
O: -0.8480 1.2400 1.0856  0.00
H: 1.4995 -1.9372 0.7914  0.06
H: 0.1988 0.0465 3.5214  0.09
H: 1.3843 0.7034 2.5540  0.07
H: 1.4883 2.1146 1.1107  0.09
H: 2.2980 0.7398 0.3159  0.09
H: 1.5296 2.0356 -0.6273  0.07
H: -1.2429 -1.4583 2.7729  0.08
H: -2.2170 -0.8584 1.4250  0.08
H: -0.9259 -2.0535 1.1441  0.06
C: -0.3326 0.2739 -1.2168  -0.54
C: -1.4680 -0.7487 -1.3001  -0.05
C: 0.8191 -0.2254 -2.0983  -0.05
N: -0.8635 1.4896 -1.8277  0.07
H: 1.6125 -2.2513 0.0733  0.06
H: -0.1492 2.2049 -1.9065  0.07
H: -1.5972 1.8654 -1.2350  0.08
H: -1.8053 -0.7917 -2.3338  0.09
H: 1.6420 0.4855 -2.1513  0.07
H: -2.3150 -0.4330 -0.6982  0.08
H: -1.1398 -1.7356 -0.9922  0.07
H: 1.1978 -1.1776 -1.7277  0.05
H: 0.4399 -0.3843 -3.1093  0.09

Atoms 1-2, force components in eV/Å:
C -0.234 0.561 -0.543
C -0.348 -0.102 0.031